Molecular formula: C4H9O2
Method: DFT, wB97M-V/def2-TZVPD

```
15
Properties=species:S:1:pos:R:3:lowdin_charge:R:1
C 0.40970 -1.50723 -2.08281 -0.069
C -0.70199 -0.40609 -2.09905 -0.819
O -0.34944 0.69080 -2.58263 -0.116
O -1.80761 -0.76602 -1.64563 -0.113
H 0.43409 -2.02519 -3.02224 0.037
H 0.22247 -2.23332 -1.28482 0.044
H 1.39348 -1.09240 -1.86526 0.042
C 0.41327 0.34730 2.19552 -0.172
C -0.34492 1.48257 1.51794 -0.163
H 0.96898 -0.20617 1.44404 0.056
H 1.13134 0.69837 2.93831 0.049
H -0.25126 -0.37330 2.67008 0.055
H -1.29915 1.75657 1.95817 0.056
H -0.51287 1.27450 0.45516 0.058
H 0.29392 2.35960 1.40320 0.055
```

Results
- Kohn-Sham gap: 7.84 eV
- Multiplicity: 1
- Charge: -1
- HOMO level: -3.868 eV
- Energy above the lowest of the compared OMol25 structures with the same formula, charge and spin: 5.6 kcal/mol